Here is one molecule with the formula BrH6NSi2 from the OMol25 dataset. Energies are from ωB97M-V/def2-TZVPD.

Computed properties:
Relative energy (zero: lowest compared OMol25 entry of this formula, charge and spin), kJ/mol: 0.0
Gap between HOMO and LUMO, eV: 10.870
E_LUMO, eV: 0.78

Structure (ORCA input):
```
! RIJCOSX wB97M-V def2-TZVPD def2/J DEFGRID3
* xyz 0 1
N 0.66 -0.59 -0.08
Si -1.07 -0.54 0.07
Si 1.75 0.74 0.01
Br 3.76 -0.18 0.01
H 1.04 -1.44 -0.46
H -1.35 0.29 1.24
H -1.47 -1.93 0.23
H -1.65 0.07 -1.13
H 1.72 1.62 -1.16
H 1.60 1.44 1.27
*
```

***

Here is a 2-piece molecular cluster, BrHN2O2 overall in a non-equilibrium geometry from the OMol25 dataset. Energies are from ωB97M-V/def2-TZVPD.

Computed properties:
Relative energy (zero: lowest compared OMol25 entry of this formula, charge and spin), kJ/mol: 30.6
Gap between HOMO and LUMO, eV: 9.612
E_LUMO, eV: 0.06

Structure (ORCA input):
```
! RIJCOSX wB97M-V def2-TZVPD def2/J DEFGRID3
* xyz 0 1
N 0.54 -1.05 1.40
N 0.05 -0.38 2.14
O 1.12 -1.84 0.81
O -0.20 0.75 -0.29
Br -0.50 1.75 -1.61
H -1.01 0.77 -2.45
*
```

***

Here is BrNO3 as an isolated structure in a non-equilibrium geometry from the OMol25 dataset. Energies are from ωB97M-V/def2-TZVPD.

Computed properties:
Relative energy (zero: lowest compared OMol25 entry of this formula, charge and spin), kJ/mol: 183.4
Gap between HOMO and LUMO (spin up / spin down), eV: 8.633 / 7.561
E_LUMO (spin up / spin down), eV: -1.52 / -2.19

Structure (ORCA input):
```
! RIJCOSX wB97M-V def2-TZVPD def2/J DEFGRID3
* xyz 0 1
N -1.23 0.48 0.10
O -0.29 1.03 0.43
O -1.48 -0.37 -0.66
O 1.30 -1.25 0.54
Br 1.69 0.11 -0.41
*
```

***

Here is BrNi as an isolated structure in a non-equilibrium geometry from the OMol25 dataset. Energies are from ωB97M-V/def2-TZVPD.

Computed properties:
Relative energy (zero: lowest compared OMol25 entry of this formula, charge and spin), kJ/mol: 1.2
Gap between HOMO and LUMO (spin up / spin down), eV: 8.695 / 7.536
E_LUMO (spin up / spin down), eV: 0.34 / -2.71

Structure (ORCA input):
```
! RIJCOSX wB97M-V def2-TZVPD def2/J DEFGRID3
* xyz 0 4
Ni -0.59 -0.82 0.73
Br 0.59 0.82 -0.73
*
```

***

Here is BrOV as an isolated structure in a non-equilibrium geometry from the OMol25 dataset. Energies are from ωB97M-V/def2-TZVPD.

Computed properties:
Relative energy (zero: lowest compared OMol25 entry of this formula, charge and spin), kJ/mol: 0.0
Gap between HOMO and LUMO (spin up / spin down), eV: 6.511 / 7.468
E_LUMO (spin up / spin down), eV: -8.94 / -8.10

Structure (ORCA input):
```
! RIJCOSX wB97M-V def2-TZVPD def2/J DEFGRID3
* xyz 1 2
O 0.69 -0.91 1.01
V 0.78 -0.18 -0.37
Br -1.47 1.09 -0.64
*
```

***

Here is BrPd as an isolated structure in a non-equilibrium geometry from the OMol25 dataset. Energies are from ωB97M-V/def2-TZVPD.

Computed properties:
Relative energy (zero: lowest compared OMol25 entry of this formula, charge and spin), kJ/mol: 79.4
Gap between HOMO and LUMO (spin up / spin down), eV: 10.386 / 6.646
E_LUMO (spin up / spin down), eV: -6.69 / -9.86

Structure (ORCA input):
```
! RIJCOSX wB97M-V def2-TZVPD def2/J DEFGRID3
* xyz 1 3
Pd -16.02 -0.27 -23.68
Br -15.28 -0.84 -26.06
*
```

***

Here is a 15-piece molecular cluster, C101H187N12O13 overall in a non-equilibrium geometry from the OMol25 dataset. Energies are from ωB97M-V/def2-TZVPD.

Computed properties:
Gap between HOMO and LUMO, eV: 3.930
E_LUMO, eV: -13.73

Structure (ORCA input):
```
! RIJCOSX wB97M-V def2-TZVPD def2/J DEFGRID3
* xyz 7 1
C -4.20 -1.99 -2.13
C -3.30 -3.17 -1.93
C -4.11 -4.41 -2.06
N -3.32 -5.71 -1.88
C -2.67 -6.15 -3.19
C -4.23 -6.87 -1.40
C -3.27 -7.91 -0.67
C -1.91 -7.14 -0.55
C -2.22 -5.69 -0.79
H -4.91 -2.15 -2.94
H -3.68 -1.01 -2.25
H -4.85 -1.85 -1.26
H -2.92 -3.11 -0.90
H -2.41 -3.22 -2.54
H -4.48 -4.46 -3.09
H -4.97 -4.51 -1.39
H -2.44 -7.22 -3.16
H -1.86 -5.49 -3.45
H -3.40 -6.03 -4.00
H -4.82 -7.17 -2.29
H -4.91 -6.39 -0.71
H -3.17 -8.84 -1.22
H -3.69 -8.17 0.31
H -1.22 -7.50 -1.29
H -1.44 -7.24 0.41
H -1.37 -5.07 -1.13
H -2.65 -5.21 0.13
C 9.34 0.19 -3.76
C 9.06 0.87 -2.48
C 7.57 0.76 -2.29
N 6.99 1.28 -0.94
C 7.59 0.48 0.17
C 5.48 0.92 -0.95
C 4.74 2.19 -1.35
C 5.57 3.25 -0.68
C 7.01 2.82 -0.88
H 8.63 0.44 -4.57
H 9.18 -0.88 -3.60
H 10.37 0.28 -4.04
H 9.29 1.94 -2.49
H 9.57 0.48 -1.61
H 7.19 -0.26 -2.43
H 7.08 1.35 -3.06
H 7.35 -0.58 -0.01
H 7.12 0.79 1.09
H 8.63 0.59 0.28
H 5.22 0.58 0.08
H 5.39 0.12 -1.67
H 3.70 2.21 -1.03
H 4.84 2.23 -2.43
H 5.26 3.40 0.35
H 5.51 4.22 -1.21
H 7.64 3.15 -0.05
H 7.33 3.22 -1.86
C 6.41 6.48 3.23
C 5.83 5.08 3.38
C 5.24 4.90 4.84
N 4.41 3.63 5.17
C 5.19 2.42 4.63
C 2.96 3.70 4.75
C 2.11 2.85 5.74
C 3.18 2.49 6.88
C 4.29 3.47 6.66
H 6.69 6.63 2.18
H 7.27 6.57 3.92
H 5.69 7.20 3.64
H 6.61 4.35 3.26
H 5.07 5.00 2.60
H 4.64 5.72 5.16
H 6.03 4.77 5.56
H 6.22 2.57 5.08
H 5.30 2.41 3.56
H 4.88 1.45 5.04
H 2.90 3.30 3.74
H 2.60 4.72 4.74
H 1.72 1.94 5.31
H 1.24 3.34 6.19
H 3.53 1.46 6.66
H 2.84 2.40 7.92
H 5.19 3.03 7.08
H 4.10 4.45 7.12
C -0.18 4.06 2.54
C -0.85 3.22 1.46
C -0.12 1.88 1.47
N -0.43 0.88 0.38
C -1.90 0.71 0.20
C 0.36 -0.35 0.77
C 0.27 -1.25 -0.47
C 0.30 -0.21 -1.63
C 0.20 1.16 -0.95
H 0.86 4.30 2.22
H -0.14 3.54 3.51
H -0.70 5.01 2.61
H -0.69 3.75 0.52
H -1.92 3.15 1.71
H -0.36 1.37 2.41
H 0.95 2.02 1.48
H -2.17 -0.08 -0.47
H -2.33 1.64 -0.19
H -2.31 0.56 1.21
H 0.02 -0.74 1.76
H 1.39 0.03 0.90
H -0.62 -1.85 -0.58
H 1.16 -1.87 -0.52
H -0.60 -0.26 -2.29
H 1.11 -0.29 -2.33
H -0.50 1.82 -1.53
H 1.10 1.71 -0.83
C 0.15 -4.01 3.15
C -1.18 -4.42 3.77
C -1.24 -3.94 5.21
N -2.58 -4.03 5.87
C -3.59 -3.33 4.97
C -2.56 -3.28 7.20
C -3.88 -3.60 7.95
C -4.26 -5.01 7.30
C -3.07 -5.35 6.39
H 0.99 -4.47 3.68
H 0.28 -2.94 3.33
H 0.30 -4.17 2.07
H -1.37 -5.48 3.72
H -1.99 -3.99 3.21
H -0.91 -2.90 5.13
H -0.53 -4.58 5.74
H -3.75 -3.89 4.05
H -3.20 -2.38 4.67
H -4.58 -3.17 5.40
H -2.30 -2.26 7.00
H -1.70 -3.71 7.73
H -4.67 -2.84 7.72
H -3.84 -3.70 9.01
H -5.16 -4.97 6.68
H -4.48 -5.73 8.11
H -3.26 -6.10 5.60
H -2.21 -5.74 6.92
C -5.39 -3.74 -13.81
N -4.81 -3.23 -12.54
C -3.65 -3.73 -12.06
C -3.12 -3.27 -10.86
C -3.84 -2.35 -10.07
C -5.05 -1.90 -10.60
C -5.53 -2.38 -11.80
C -3.28 -1.93 -8.78
C -3.49 -0.61 -8.33
C -3.11 -0.26 -7.04
N -2.41 -1.18 -6.28
C -2.24 -2.45 -6.69
C -2.66 -2.86 -7.99
C -2.00 -0.83 -4.89
H -6.16 -4.47 -13.62
H -4.64 -4.27 -14.38
H -5.83 -2.94 -14.44
H -3.12 -4.40 -12.69
H -2.09 -3.48 -10.63
H -5.66 -1.21 -10.04
H -6.41 -1.96 -12.25
H -3.99 0.10 -8.97
H -3.35 0.77 -6.70
H -1.58 -3.04 -6.06
H -2.54 -3.90 -8.28
H -1.76 0.22 -4.81
H -1.19 -1.44 -4.54
H -2.85 -1.00 -4.28
C -8.37 2.81 -5.06
N -7.99 2.66 -3.62
C -6.71 2.44 -3.20
C -6.39 2.41 -1.87
C -7.38 2.66 -0.87
C -8.70 2.78 -1.37
C -8.98 2.79 -2.73
C -7.12 2.79 0.56
C -6.10 2.00 1.18
C -5.85 2.22 2.56
N -6.49 3.17 3.23
C -7.36 4.02 2.56
C -7.80 3.75 1.29
C -6.02 3.60 4.53
H -9.06 1.98 -5.27
H -7.49 2.73 -5.69
H -8.84 3.77 -5.25
H -5.92 2.42 -3.93
H -5.36 2.14 -1.65
H -9.57 2.91 -0.74
H -9.98 2.90 -3.15
H -5.48 1.31 0.61
H -5.05 1.64 3.00
H -7.60 4.91 3.14
H -8.45 4.51 0.86
H -5.54 4.55 4.38
H -5.34 2.88 4.93
H -6.95 3.77 5.14
C 5.44 -1.88 -7.36
C 4.10 -2.21 -6.59
C 3.83 -1.42 -5.33
C 3.37 0.00 -5.65
C 2.04 -0.02 -6.34
C 2.19 -0.65 -7.73
N 2.91 -1.97 -7.50
O 2.82 -2.87 -8.47
C 3.15 0.15 -8.68
C 0.92 -0.96 -8.41
C 4.11 -3.67 -6.36
H 5.48 -2.32 -8.37
H 6.24 -2.36 -6.78
H 5.62 -0.82 -7.45
H 4.70 -1.48 -4.67
H 2.97 -1.91 -4.83
H 4.09 0.58 -6.26
H 3.32 0.54 -4.71
H 1.53 0.95 -6.48
H 1.29 -0.66 -5.76
H 4.14 0.20 -8.24
H 2.62 1.12 -8.72
H 3.18 -0.36 -9.69
H 0.37 -1.74 -7.90
H 1.11 -1.41 -9.43
H 0.26 -0.07 -8.58
H 4.84 -3.89 -5.60
H 4.43 -4.11 -7.32
H 3.18 -4.10 -6.05
C 5.41 -4.90 -1.56
C 4.65 -3.87 -0.77
C 3.36 -4.37 -0.21
C 3.57 -5.43 0.91
C 4.29 -4.82 2.09
C 5.69 -4.31 1.69
N 5.51 -3.42 0.42
O 6.29 -2.49 0.27
C 6.76 -5.41 1.41
C 6.30 -3.40 2.70
C 4.36 -2.64 -1.58
H 5.62 -5.82 -0.97
H 6.32 -4.45 -2.01
H 4.77 -5.17 -2.37
H 2.75 -4.74 -1.01
H 2.83 -3.54 0.29
H 4.09 -6.33 0.54
H 2.59 -5.80 1.21
H 4.48 -5.60 2.84
H 3.72 -4.02 2.53
H 6.34 -6.38 1.06
H 7.24 -5.56 2.34
H 7.58 -5.13 0.70
H 7.28 -3.09 2.37
H 6.36 -3.87 3.69
H 5.68 -2.51 2.68
H 3.63 -2.90 -2.34
H 5.28 -2.25 -2.00
H 4.02 -1.87 -0.92
C -3.77 4.37 8.19
C -2.40 4.96 7.85
C -2.24 5.24 6.33
C -1.32 6.39 6.07
C -2.08 7.62 6.54
C -2.05 7.72 8.04
N -2.41 6.32 8.59
O -2.45 6.27 9.89
C -3.05 8.75 8.58
C -0.64 7.99 8.65
C -1.18 4.25 8.47
H -3.84 4.33 9.28
H -3.75 3.33 7.87
H -4.55 4.95 7.70
H -3.22 5.47 5.89
H -1.94 4.31 5.90
H -1.07 6.47 5.02
H -0.43 6.26 6.68
H -3.10 7.69 6.27
H -1.57 8.53 6.22
H -3.07 9.63 7.92
H -2.62 9.09 9.53
H -4.09 8.43 8.70
H 0.10 7.30 8.30
H -0.79 7.88 9.72
H -0.41 9.03 8.37
H -1.39 3.98 9.52
H -0.18 4.73 8.42
H -1.15 3.31 7.83
C 1.54 -4.61 -3.67
C 0.53 -3.50 -3.82
O -0.66 -3.80 -3.56
O 0.93 -2.36 -4.20
H 1.52 -5.24 -4.56
H 1.34 -5.16 -2.77
H 2.53 -4.16 -3.65
C -1.67 0.62 5.19
C -2.08 -0.20 3.94
O -2.77 0.42 3.10
O -1.60 -1.34 3.83
H -0.78 1.19 4.86
H -1.39 -0.11 5.98
H -2.40 1.35 5.57
C 3.75 -0.76 3.28
C 3.60 -0.20 1.80
O 3.33 1.01 1.67
O 3.70 -1.09 0.86
H 2.99 -0.21 3.86
H 4.66 -0.53 3.82
H 3.61 -1.85 3.38
C -3.60 6.99 3.15
C -4.14 5.57 2.67
O -3.31 4.65 2.28
O -5.39 5.46 2.85
H -4.17 7.78 2.66
H -2.50 7.18 3.01
H -3.88 7.10 4.22
C -3.40 3.40 -3.24
C -3.47 1.85 -3.41
O -3.61 1.43 -4.59
O -3.41 1.18 -2.35
H -4.28 3.76 -2.68
H -3.44 3.92 -4.23
H -2.56 3.75 -2.63
*
```